{
  "formula": "C18H21N5O7S2",
  "method": "the ωB97M-V functional and the def2-TZVPD basis",
  "elements": ["C", "O", "C", "O", "C", "C", "C", "O", "N", "C", "S", "N", "C", "C", "C", "C", "S", "O", "O", "N", "C", "C", "C", "O", "C", "N", "C", "O", "C", "N", "C", "C", "H", "H", "H", "H", "H", "H", "H", "H", "H", "H", "H", "H", "H", "H", "H", "H", "H", "H", "H", "H", "H"],
  "xyz": [[-7.345732, -2.306657, 1.293048], [-7.168913, -1.571622, 0.086549], [-6.145898, -0.722457, 0.056336], [-5.392193, -0.534427, 0.976730], [-6.033913, -0.029149, -1.285513], [-4.983372, 1.076585, -1.195315], [-3.672514, 0.464775, -0.739300], [-3.240397, -0.565632, -1.223984], [-3.010223, 1.183730, 0.210323], [-1.788016, 0.907457, 0.816579], [-1.231116, 2.045374, 1.864319], [-1.224001, -0.259838, 0.464803], [0.042124, -0.766363, 0.699865], [0.416014, -1.880346, -0.063732], [1.716929, -2.334617, -0.037677], [2.637382, -1.707951, 0.784590], [4.369372, -1.893121, 0.402027], [5.170874, -1.230168, 1.377886], [4.702528, -3.227767, 0.011335], [4.392575, -0.977829, -1.045761], [3.572722, 0.139930, -1.001703], [3.825339, 1.166739, -0.113901], [2.844421, 2.164496, -0.043931], [3.002238, 3.156432, 0.821620], [1.946767, 4.102645, 0.902340], [1.750132, 2.130885, -0.794175], [1.635569, 1.118768, -1.640888], [0.512514, 1.115010, -2.354013], [0.352112, 0.046115, -3.269991], [2.494377, 0.124846, -1.792859], [2.253608, -0.685082, 1.630903], [0.952542, -0.219575, 1.605144], [-7.538529, -1.626938, 2.125084], [-8.197667, -2.960194, 1.127045], [-6.449962, -2.889447, 1.514620], [-7.008215, 0.355886, -1.584059], [-5.722776, -0.779723, -2.015398], [-4.828796, 1.519489, -2.181190], [-5.308572, 1.852784, -0.503418], [-3.439229, 2.028298, 0.567729], [-1.778029, -0.774215, -0.232677], [-0.311727, -2.343960, -0.714169], [2.042088, -3.150774, -0.663725], [4.166653, -1.581294, -1.826106], [4.692595, 1.169983, 0.519102], [1.784729, 4.579345, -0.065559], [1.019747, 3.616953, 1.212630], [2.260746, 4.833632, 1.643642], [-0.657050, 0.143670, -3.664884], [0.477611, -0.914162, -2.767188], [1.084873, 0.117973, -4.076411], [2.990345, -0.243591, 2.282328], [0.661270, 0.596517, 2.243685]],
  "forces_ev_per_angstrom": [[0.1023, -0.1130, 0.3914], [-0.1665, 0.0107, -0.3351], [-0.0766, 0.1049, -0.2427], [-0.0890, -0.0397, 0.1672], [0.2081, 0.0510, 0.1909], [-0.1250, -0.3696, -0.0165], [-0.1127, 0.3512, -0.1050], [-0.0418, -0.2308, -0.1982], [-0.0083, 0.0213, -0.0713], [0.2316, 0.1122, 0.1739], [0.0410, 0.3551, 0.3507], [-0.9713, -0.1300, -0.5305], [0.7337, -0.0924, 0.2656], [0.0169, 0.0399, 0.1181], [-0.1435, -0.1444, 0.0704], [0.6517, -0.1610, 0.1069], [-0.1615, -0.1179, -0.3214], [-0.2405, 0.3039, 0.0844], [-0.2699, -0.0194, -0.2230], [0.5300, -0.7399, 0.5989], [-0.4172, 1.3925, 0.0800], [0.0188, 0.0851, -0.1941], [-0.3341, -0.5302, -0.5987], [0.3734, -0.2277, 0.0957], [-0.3957, 0.3441, 0.0238], [0.0198, 0.4298, 0.2262], [0.6597, -0.1544, 0.3858], [-0.1366, 0.2538, 0.0736], [-0.0791, -0.2966, -0.2530], [-0.0191, -0.2118, -0.3213], [0.0060, -0.2256, 0.0539], [-0.0884, 0.0094, 0.0634], [0.0033, -0.0724, -0.0584], [0.0445, 0.0424, -0.0041], [-0.0902, 0.0277, -0.0063], [0.0143, -0.0370, -0.0192], [-0.0809, 0.0332, 0.0038], [0.0409, 0.0354, 0.0515], [0.0307, 0.0403, -0.0397], [0.1178, -0.2087, -0.0497], [0.1354, 0.1774, 0.1959], [-0.0577, -0.0549, -0.0877], [-0.0506, -0.0858, -0.1579], [-0.0921, -0.1321, -0.0333], [0.1542, 0.0457, 0.0903], [0.0082, 0.0078, 0.0849], [0.0763, 0.0532, -0.0443], [0.0228, -0.0423, -0.0410], [0.0553, 0.0018, 0.0171], [-0.0474, 0.0502, -0.0854], [-0.0512, -0.0306, 0.0319], [0.0375, 0.1349, 0.0706], [0.0126, -0.0465, -0.0289]],
  "gap_ev": 8.61,
  "energy_ha": -2295.41577,
  "charge": 0,
  "smiles": "COC(=O)CCC(=O)NC(=S)Nc1ccc(S(=O)(=O)Nc2cc(OC)nc(OC)n2)cc1",
  "lumo_ev": -0.06,
  "homo_energy_ev": -8.7
}